Molecular formula: C21H21S
Method: DFT, the ωB97M-V functional and the def2-TZVPD basis

The geometry in XYZ format:
```
43
Properties=species:S:1:pos:R:3:forces:R:3
C 3.3257 -2.6789 1.7861 1.13 -0.53 0.15
C 2.3218 -2.8654 0.8327 -0.35 0.06 0.48
C 3.4366 -1.5175 2.5216 -1.35 -0.53 -0.02
C 1.3772 -1.8547 0.5900 -0.03 -0.30 -0.37
C 2.4652 -0.5478 2.2985 1.04 2.49 0.72
C 1.5976 0.7150 -1.4902 -2.15 0.52 2.41
C 0.2471 2.7030 -0.7942 -0.16 -1.44 0.68
C 1.8230 1.3620 -2.6751 1.65 -0.25 -1.11
C 0.5737 3.2762 -1.9907 0.08 1.87 -1.30
C -3.6150 -1.5430 0.8907 -1.55 -0.94 2.92
C -1.6283 -0.6228 -0.1850 -4.17 -0.89 3.68
C -3.1402 -1.2262 2.1448 1.27 2.01 0.42
C 1.5036 -0.6401 1.3238 -0.18 -2.01 -1.33
C 0.6984 1.3887 -0.5500 1.43 -0.61 -1.56
C -1.1662 -0.1743 1.0933 -1.89 -0.76 -2.77
C 1.3795 2.6595 -2.9548 -0.13 -0.22 1.06
C -2.9694 -1.2016 -0.2140 3.67 0.70 -3.87
C -1.9951 -0.3489 2.2107 -1.40 -1.56 0.61
S 0.3570 0.6701 1.0240 0.75 0.93 2.07
C 1.7003 3.3110 -4.2597 -0.24 0.25 -0.91
C -3.5648 -1.5610 -1.5728 0.54 0.80 0.70
C -1.8522 0.2450 3.5571 -0.26 1.35 -0.22
H 4.1022 -3.4526 1.9748 -0.91 0.37 -0.30
H 2.2780 -3.8825 0.4426 -0.33 0.53 -0.53
H 4.1002 -1.4812 3.3709 0.31 0.39 -0.19
H 0.5613 -2.0013 -0.1767 1.02 0.15 1.09
H 2.5842 0.4303 2.8092 -0.31 -0.77 -0.08
H 2.0146 -0.2629 -1.1712 -0.24 0.85 -0.74
H -0.3796 3.2487 -0.0903 0.16 -0.26 -0.03
H 2.5052 0.8917 -3.4159 -0.60 0.26 0.57
H 0.2081 4.3127 -2.2090 0.35 -1.05 0.29
H -4.5569 -2.0481 0.7990 -0.35 -0.27 0.00
H -1.1913 -0.4352 -1.0938 1.41 0.45 -1.83
H -3.6657 -1.3824 3.1316 0.42 -0.06 -1.53
H 2.4550 4.1711 -4.3242 -1.21 -1.31 0.46
H 0.7217 3.5890 -4.6671 0.25 0.77 0.00
H 1.9594 2.5183 -4.9595 0.67 0.09 -0.03
H -4.3174 -2.3151 -1.5223 -0.58 -0.47 0.25
H -2.8056 -1.9146 -2.2299 0.70 -0.35 -0.56
H -3.9824 -0.6863 -2.0455 -0.30 0.38 -0.13
H -1.5631 -0.4745 4.2464 0.97 -1.52 1.31
H -1.1078 1.0110 3.5294 0.39 0.75 0.40
H -2.7956 0.6154 4.0145 0.48 0.13 -0.87
```
Forces are in eV/Å.

## Properties
net charge = +1
energy relative to the best compared isomer or geometry (same formula, charge and spin) = 151.1 kJ/mol
maximum force = 5.6 eV/A
E_HOMO = -11.9 eV
lowest unoccupied orbital energy = -2.930 eV



Molecular formula: C4H5NO
Method: DFT, the ωB97M-V functional and the def2-TZVPD basis

The geometry in XYZ format:
```
11
Properties=species:S:1:pos:R:3:forces:R:3
O 1.9760 0.3860 0.3265 -0.09 -0.10 -0.11
C 0.6831 0.1709 0.1012 -0.39 0.05 0.02
C -0.0777 -1.1170 -0.0086 0.12 -0.08 -0.01
C -1.5266 -0.7579 -0.3311 0.23 0.42 0.07
C -1.5099 0.5867 -0.2812 -0.21 -0.09 -0.06
N -0.1599 1.1421 -0.0170 0.29 -0.12 0.03
H 2.4399 -0.4585 0.2595 0.04 0.07 0.10
H 0.4068 -1.8292 -0.6880 -0.10 0.10 0.04
H -0.0622 -1.5796 0.9897 0.06 -0.01 -0.07
H -2.2792 1.3402 -0.4098 0.11 -0.14 0.02
H 0.1096 2.1163 0.0588 -0.06 -0.09 -0.03
```
Forces are in eV/Å.

## Properties
net charge = 0
energy relative to the best compared isomer or geometry (same formula, charge and spin) = 320.1 kJ/mol
maximum force = 0.5 eV/A
E_HOMO = -7.2 eV
lowest unoccupied orbital energy = 0.192 eV



Molecular formula: C4H12F2N2O7S2
Method: DFT, the ωB97M-V functional and the def2-TZVPD basis

The geometry in XYZ format:
```
29
Properties=species:S:1:pos:R:3:forces:R:3
C -0.7611 1.0088 2.4047 -0.34 -0.02 -0.20
O -0.0455 1.1508 1.1906 0.78 -0.04 0.36
C -0.1656 0.2624 0.1726 -0.24 0.72 -0.49
N 0.2842 -1.1718 0.5476 0.31 -0.42 -0.42
O 1.3159 -1.5117 -0.3679 0.07 -0.04 0.17
C -0.7754 -2.2285 0.4964 -0.19 -0.34 0.16
C -0.7301 -3.0912 1.7440 -0.36 -0.09 -0.04
O -0.7890 -2.3249 2.9312 0.18 0.36 -0.14
H -0.7791 1.9916 2.8646 -0.02 0.04 -0.03
H -1.7949 0.6912 2.2227 0.00 -0.03 0.02
H -0.2551 0.3259 3.0918 -0.04 -0.10 -0.04
H 0.5246 0.5653 -0.6127 0.00 0.00 0.04
H -1.1629 0.2008 -0.2700 -0.10 -0.24 0.25
H 0.6918 -1.1733 1.4888 -0.23 0.34 0.10
H 2.0163 -1.9580 0.1343 -0.05 0.05 -0.04
H -0.5974 -2.8482 -0.3790 0.09 0.21 -0.15
H -1.7497 -1.7587 0.3758 0.07 0.19 0.09
H -1.5655 -3.7946 1.6893 0.06 -0.07 -0.05
H 0.1891 -3.6765 1.7848 0.04 0.05 0.08
H -1.5459 -1.7221 2.8886 0.04 -0.27 0.12
N 1.5473 2.0372 -2.3312 -0.17 0.10 -0.30
S 0.6812 1.2294 -3.3875 0.27 -0.09 0.19
O 0.6501 1.7880 -4.6919 -0.10 0.00 -0.11
O -0.5231 0.6712 -2.8414 -0.05 -0.18 0.06
F 1.6564 -0.0165 -3.4907 -0.02 0.00 0.04
S 1.0320 3.4623 -1.8868 -0.05 0.49 0.14
O 2.0523 4.1538 -1.1776 0.13 -0.28 0.23
O -0.2987 3.4496 -1.3615 -0.07 -0.12 0.06
F 0.8979 4.2878 -3.2294 -0.01 -0.25 -0.10
```
Forces are in eV/Å.

## Properties
net charge = 0
maximum force = 0.9 eV/A
E_HOMO = -9.1 eV
lowest unoccupied orbital energy = -0.958 eV



Molecular formula: C41H47F5N4O10PS
Method: DFT, the ωB97M-V functional and the def2-TZVPD basis

The geometry in XYZ format:
```
109
Properties=species:S:1:pos:R:3:forces:R:3
C -1.2748 -0.2134 -2.9916 -0.58 -0.24 -0.32
C -0.6259 -1.1711 -3.9928 0.43 0.22 -0.12
C 0.9114 -1.3367 -3.8746 -0.71 0.16 0.39
C 1.5088 -1.0279 -2.5062 0.97 0.24 -0.16
C 3.0510 -1.0333 -2.6052 -0.39 -0.82 0.18
C 3.7502 -1.5631 -1.3310 0.33 0.26 -1.19
C 5.1500 -0.9445 -1.1533 0.12 -0.70 0.72
C 5.3516 -0.2172 0.1871 0.14 0.07 -0.41
C 4.1257 0.5640 0.6355 0.13 0.70 0.84
N 3.5576 1.2632 -0.5153 -0.13 0.02 0.38
C 2.4860 2.0268 -0.6471 -0.21 0.14 -0.03
N 2.2407 2.5929 -1.8692 -1.63 0.85 1.35
C 1.1163 3.3170 -1.7053 1.66 -1.12 0.03
C 0.5887 4.1015 -2.8668 0.03 0.10 0.82
N 0.6439 3.1982 -0.4120 -0.63 -0.13 -1.66
P -0.7712 3.9385 0.2663 -0.20 2.28 2.94
O -1.6800 2.8049 0.9313 0.62 -0.22 -1.72
O -1.6684 4.5755 -0.8774 0.55 -1.22 -0.63
S -0.2967 5.2520 1.5850 0.22 -0.41 -0.40
N 1.5411 2.3661 0.2895 0.44 0.65 -1.28
C 1.3063 2.0248 1.6800 -0.63 -1.33 0.83
C 0.4893 0.7082 1.8293 0.24 0.28 0.08
C 0.9836 -0.2120 2.9703 -1.07 -0.27 -0.38
C -0.2193 -0.5320 3.8600 0.01 -0.07 0.15
F -0.7447 0.6112 4.4107 0.19 -0.67 -0.39
F -1.1973 -1.1265 3.0940 0.51 0.38 0.64
C 0.1176 -1.4847 5.0436 0.15 -0.38 0.37
F -1.0124 -1.8004 5.7510 1.84 0.31 -0.92
F 0.6926 -2.6427 4.5381 -0.87 1.69 1.10
F 1.0185 -0.8453 5.8683 -1.28 -1.26 -1.05
H -1.0418 0.8232 -3.2420 0.24 -0.02 0.21
H -2.3598 -0.3081 -3.0960 -0.01 0.06 0.10
H -1.0408 -0.4370 -1.9499 0.12 0.02 -0.02
H -1.0930 -2.1570 -3.9711 -0.11 0.09 0.23
H -0.8256 -0.7653 -4.9882 -0.10 -0.15 -0.03
H 1.3941 -0.7013 -4.6193 0.11 -0.07 0.00
H 1.1445 -2.3819 -4.0875 0.21 0.11 -0.26
H 1.2207 -1.7741 -1.7607 -0.21 0.02 -0.03
H 1.2233 -0.0380 -2.1360 -0.29 -0.08 0.00
H 3.4455 -0.0696 -2.9402 -0.19 0.08 0.09
H 3.3041 -1.7366 -3.4041 0.14 0.15 -0.09
H 3.1291 -1.4773 -0.4397 0.03 0.13 -0.05
H 3.8961 -2.6274 -1.5000 -0.21 -0.06 0.31
H 5.8691 -1.7647 -1.1852 0.17 0.18 -0.01
H 5.4401 -0.2911 -1.9800 -0.25 0.02 -0.10
H 6.1804 0.4852 0.0630 0.00 0.01 0.13
H 5.6511 -0.9110 0.9712 -0.20 -0.02 0.04
H 4.4565 1.3066 1.3713 -0.05 0.01 -0.04
H 3.3830 -0.0407 1.1617 -0.07 -0.20 -0.40
H 4.0918 1.1811 -1.3688 -0.16 0.08 -0.07
H 1.4293 4.2983 -3.5274 0.06 -0.16 0.04
H 0.1569 5.0567 -2.5883 -0.04 0.03 0.14
H -0.1328 3.5079 -3.4345 0.26 0.18 0.36
H -1.9586 2.1679 0.2473 -0.31 -0.20 0.33
H -1.3619 5.4739 -1.0685 -0.16 0.10 0.09
H 0.7386 2.7992 2.1921 0.29 0.43 -0.35
H 2.2355 1.9178 2.2340 0.30 0.23 -0.44
H -0.5495 0.9491 2.0459 0.05 0.18 -0.21
H 0.4913 0.1960 0.8656 0.10 -0.21 0.11
H 1.2729 -1.1670 2.5300 0.38 0.02 0.27
H 1.7795 0.2122 3.5794 0.05 -0.03 -0.04
C 4.7612 -5.6818 0.4733 0.01 -0.04 0.00
C 4.8979 -6.9139 0.9562 0.01 0.06 -0.07
C 4.5626 -7.2273 2.3689 0.01 -0.09 0.03
O 4.6873 -8.3456 2.8126 -0.01 0.04 -0.02
C 4.0691 -6.1116 3.2168 -0.03 0.08 0.02
C 3.9344 -4.8818 2.7276 -0.03 -0.06 0.09
C 4.2669 -4.5717 1.3227 0.08 -0.01 -0.18
O 4.1439 -3.4475 0.8700 0.04 -0.07 0.23
H 5.0008 -5.4322 -0.5527 -0.01 0.03 0.01
H 5.2559 -7.7380 0.3527 0.00 -0.03 0.03
H 3.8303 -6.3575 4.2438 0.02 -0.03 -0.01
H 3.5803 -4.0566 3.3277 -0.04 0.08 0.06
C -0.3686 -6.6605 8.7957 -0.05 -0.05 0.00
C -1.5741 -7.1450 8.5080 0.08 0.01 0.02
C -2.6120 -6.2984 7.8672 -0.06 -0.03 0.00
O -3.7103 -6.7369 7.6051 0.02 0.01 -0.01
C -2.2525 -4.8907 7.5588 0.05 0.05 -0.01
C -1.0474 -4.4075 7.8474 -0.07 -0.03 -0.01
C -0.0102 -5.2541 8.4870 0.06 0.02 0.04
O 1.0891 -4.8109 8.7446 -0.02 -0.01 -0.05
H 0.4018 -7.2605 9.2628 0.02 0.03 0.00
H -1.8552 -8.1677 8.7241 -0.04 0.01 -0.01
H -3.0226 -4.2901 7.0912 -0.03 -0.03 0.01
H -0.7667 -3.3856 7.6326 0.03 0.00 0.04
C -3.9717 2.6789 -5.9463 0.07 -0.09 -0.04
C -2.8083 2.1693 -5.5524 0.04 0.01 -0.05
C -1.6503 3.0397 -5.2591 -0.47 -0.04 -0.32
O -0.5860 2.5736 -4.8973 -0.05 -0.34 -0.37
C -1.8302 4.5034 -5.4206 0.00 0.00 0.05
C -2.9918 5.0160 -5.8163 0.07 0.05 0.06
C -4.1567 4.1416 -6.1096 -0.20 -0.02 -0.07
O -5.2142 4.6105 -6.4693 0.17 0.00 -0.02
H -4.8309 2.0591 -6.1637 -0.03 0.04 0.01
H -2.6544 1.1051 -5.4264 0.03 0.00 0.00
H -0.9685 5.1226 -5.2024 0.01 0.01 -0.06
H -3.1448 6.0804 -5.9430 -0.03 -0.01 -0.03
C -7.0138 5.5346 -1.2503 0.07 -0.03 0.03
C -6.1257 4.6604 -1.7148 0.00 0.03 0.02
C -6.1407 4.2291 -3.1335 -0.08 0.03 0.02
O -5.3263 3.4273 -3.5523 0.05 0.02 0.12
C -7.1801 4.8068 -4.0177 -0.07 -0.01 -0.02
C -8.0696 5.6819 -3.5540 0.06 -0.05 -0.03
C -8.0571 6.1163 -2.1349 -0.09 0.08 0.01
O -8.8628 6.9135 -1.7101 0.06 -0.04 -0.01
H -7.0219 5.8627 -0.2186 -0.04 0.02 -0.01
H -5.3577 4.2252 -1.0875 0.01 -0.02 -0.02
H -7.1712 4.4788 -5.0485 0.03 -0.01 0.00
H -8.8371 6.1156 -4.1820 -0.02 0.02 0.03
```
Forces are in eV/Å.

## Properties
net charge = +1
energy relative to the best compared isomer or geometry (same formula, charge and spin) = 0.0 kJ/mol
maximum force = 3.7 eV/A
E_HOMO = -11.5 eV
lowest unoccupied orbital energy = -3.761 eV



Molecular formula: C12H8Cl5F3IrN2Se
Method: DFT, the ωB97M-V functional and the def2-TZVPD basis

The geometry in XYZ format:
```
32
Properties=species:S:1:pos:R:3:forces:R:3
Ir -2.3483 0.3997 0.0613 0.32 0.30 0.09
Cl -2.7239 2.7230 1.2881 0.06 -0.07 -0.04
C -0.9902 2.4823 1.2589 0.04 0.05 0.06
C -0.6659 1.2766 0.6754 0.00 -0.36 -0.17
C 0.6900 1.0323 0.5540 -0.48 -0.03 0.11
Cl 1.1844 -0.4292 -0.2702 1.85 0.98 -0.89
C 1.6912 1.9195 0.9169 0.13 0.26 0.03
Cl 3.3264 1.6467 0.5043 -0.17 0.03 0.06
C 1.3045 3.1054 1.5487 -0.18 0.08 0.05
Cl 2.4852 4.2271 2.0531 0.00 0.02 0.02
C -0.0592 3.3954 1.7298 0.08 -0.10 -0.08
Cl -0.5774 4.8402 2.4621 -0.01 0.04 0.02
F -3.3758 -1.7718 1.4181 -0.05 -0.04 -0.02
C -2.6992 -0.6475 1.7167 -0.08 0.31 0.01
F -1.6086 -0.9849 2.3999 0.02 -0.10 0.05
F -3.4942 0.0637 2.5416 0.06 -0.04 0.01
C -0.3171 -0.7320 -3.8935 0.05 -0.03 -0.36
N 0.3197 -0.4079 -2.6103 -0.13 -0.60 0.32
C 1.0072 0.6166 -2.3026 0.22 0.59 0.01
C 2.3260 -1.3512 1.1325 0.17 -0.27 -0.32
N 1.0021 -1.6990 1.2032 -1.14 -0.42 0.38
C 0.6184 -3.0712 0.8890 0.23 -0.13 0.50
C 0.1447 -1.4399 -1.6248 -1.07 -0.28 -0.56
Se -1.6483 -1.6023 -1.0656 -0.22 -0.37 0.43
H 0.1098 -0.0871 -4.6545 0.01 0.03 -0.02
H -1.3848 -0.5575 -3.7881 0.00 0.00 -0.07
H -0.1503 -1.7771 -4.1459 0.04 0.02 0.05
H 1.2845 1.2293 -3.1663 0.03 0.20 0.20
H 2.8873 -2.1598 0.5942 0.18 0.16 0.25
H 1.1814 -3.6589 1.6225 -0.01 -0.16 -0.04
H 0.9236 -3.3705 -0.1135 -0.03 -0.03 0.01
H -0.4436 -3.2101 1.0650 0.05 -0.04 -0.10
```
Forces are in eV/Å.

## Properties
net charge = +1
energy relative to the best compared isomer or geometry (same formula, charge and spin) = 1300.7 kJ/mol
maximum force = 2.3 eV/A
E_HOMO = -11.7 eV
lowest unoccupied orbital energy = -4.679 eV



Molecular formula: C4H3N3O2
Method: DFT, the ωB97M-V functional and the def2-TZVPD basis

The geometry in XYZ format:
```
12
Properties=species:S:1:pos:R:3:forces:R:3
C -0.5443 1.1431 -0.6353 3.42 -3.85 -3.59
C -0.4256 0.3231 1.3553 0.66 -1.90 5.05
C -0.0033 -1.1696 1.1935 0.29 -1.91 0.17
C 1.0540 -0.9203 -0.9215 -3.69 -0.73 -0.33
H -0.2124 1.8550 -2.1022 -0.96 0.58 -0.77
H -0.2184 0.4709 2.6664 -1.28 0.19 -3.96
H -0.3112 -1.9210 2.0585 0.26 2.23 -1.34
N -0.9244 1.2168 0.6081 0.25 -0.27 4.06
N 0.7077 -1.8063 0.3226 -0.48 3.87 -0.16
N 0.3345 0.3539 -1.2842 1.03 -1.57 2.21
O -0.9352 2.0387 -1.4480 -0.65 2.49 -1.38
O 1.4785 -1.5842 -1.8132 1.14 0.88 0.04
```
Forces are in eV/Å.

## Properties
net charge = 0
energy relative to the best compared isomer or geometry (same formula, charge and spin) = 330.5 kJ/mol
maximum force = 6.3 eV/A
E_HOMO = -10.0 eV
SMILES string = O=c1nccnc(O)n1
lowest unoccupied orbital energy = -1.695 eV



Molecular formula: C21H18N3O3SV
Method: DFT, the ωB97M-V functional and the def2-TZVPD basis

The geometry in XYZ format:
```
47
Properties=species:S:1:pos:R:3:forces:R:3
V -0.0684 -0.3839 -0.3607 1.49 1.09 -0.91
O -1.2508 1.0246 0.3918 -0.28 -0.15 0.51
C -2.3537 0.8238 1.0906 0.39 0.13 -0.58
C -3.0043 1.8765 1.7416 -0.47 0.00 0.75
C -4.2507 1.6884 2.3429 -0.28 0.68 -0.63
C -5.0027 0.5201 2.1466 0.41 0.11 0.87
C -4.3787 -0.5443 1.5617 1.33 1.07 -0.29
C -3.0200 -0.4237 1.1070 -1.59 -1.71 -0.64
C -2.5349 -1.6136 0.4707 0.19 -0.85 -0.24
N -1.2480 -1.7890 0.0666 -0.93 -1.20 -0.36
C -0.9286 -3.1455 -0.4657 0.95 0.73 0.23
C 0.6336 -3.1753 -0.7429 -1.78 0.19 1.83
N 0.9690 -1.9401 -1.4173 -0.87 -0.44 0.77
C 1.8919 -1.8879 -2.2839 0.95 0.91 -0.15
C 2.2483 -0.7011 -3.0174 1.44 -0.04 -1.12
C 3.3628 -0.6780 -3.9527 -1.40 -0.01 0.97
C 3.6124 0.3561 -4.8083 -0.17 0.58 -0.06
C 2.7215 1.4958 -4.7575 0.93 -2.35 0.81
C 1.7409 1.5181 -3.8162 -0.53 0.36 -1.06
C 1.4800 0.4606 -2.9124 -0.37 0.03 0.66
O 0.5361 0.6018 -2.0571 -0.89 0.20 0.49
H -2.5176 2.8450 1.7710 0.02 -0.06 0.02
H -4.7408 2.5294 2.8303 0.20 -0.04 0.01
H -5.9897 0.4102 2.5790 -0.08 0.15 -0.14
H -4.9123 -1.4446 1.3694 -0.20 -0.73 0.00
H -3.2299 -2.4924 0.3111 0.65 1.11 0.33
H -1.3923 -3.3298 -1.4488 -0.36 0.07 0.38
H -1.2592 -3.8963 0.2959 0.42 0.28 -0.77
H 0.8225 -4.1064 -1.2612 0.64 -0.15 -0.30
H 1.0648 -3.1468 0.2809 0.27 -0.21 -0.66
H 2.5271 -2.7430 -2.4209 0.21 -0.76 -0.43
H 4.0153 -1.5187 -3.9545 0.40 -0.73 -0.09
H 4.4613 0.2524 -5.5088 -0.63 0.40 0.42
H 2.8091 2.2645 -5.4633 0.13 1.07 -0.86
H 0.9673 2.2647 -3.9053 0.06 0.40 0.46
O 1.3488 -0.3997 1.0398 0.17 -0.36 -0.47
N 1.4016 0.5796 1.9454 0.12 0.47 -0.30
C 0.7485 0.3485 3.0847 -1.56 0.33 1.33
C 0.5407 1.2874 4.0974 0.31 -1.56 -0.09
C 1.2872 2.4505 3.9563 0.06 1.41 -0.81
C 1.9594 2.7043 2.7556 0.71 -0.44 0.47
C 2.0635 1.7605 1.6588 0.10 0.79 -0.01
S 2.8638 2.0601 0.1533 -0.73 -0.35 1.53
H 0.2619 -0.6174 3.1196 0.07 0.01 -0.15
H -0.1004 1.0354 4.9835 0.86 0.29 -1.09
H 1.2551 3.2233 4.7476 0.16 -0.45 -0.60
H 2.5890 3.5958 2.6559 -0.52 -0.28 -0.05
```
Forces are in eV/Å.

## Properties
net charge = -1
spin multiplicity = 4
maximum force = 2.7 eV/A
<S²> = 3.795
E_HOMO (spin up / spin down) = -2.5 / -4.2 eV
lowest unoccupied orbital energy (spin up / spin down) = 2.923 / 2.889 eV



Molecular formula: C3HF3NO4
Method: DFT, the ωB97M-V functional and the def2-TZVPD basis

The geometry in XYZ format:
```
12
Properties=species:S:1:pos:R:3:forces:R:3
C -0.4519 1.6728 0.4442 0.57 -3.74 1.19
C -0.0944 0.2723 -0.3795 4.34 3.12 1.44
C -0.9880 -0.8561 -0.3438 0.23 -2.42 0.25
N 1.8402 -0.5195 0.3819 -4.10 1.43 -2.05
O -0.1769 1.9463 1.5801 1.13 0.35 0.86
O -1.2524 2.0393 -0.3638 -2.64 2.32 -2.90
O 2.7721 -0.0534 -0.2387 0.56 -0.71 0.98
O 1.7616 -1.2486 1.3266 1.48 -0.19 0.25
F -2.1786 -0.5821 -0.8850 -0.13 -0.32 0.31
F -1.1610 -1.4256 0.8989 -0.26 1.02 -1.13
F -0.4227 -1.8778 -1.0826 -0.59 0.19 0.01
H 0.3521 0.6326 -1.3383 -0.60 -1.06 0.80
```
Forces are in eV/Å.

## Properties
net charge = -1
energy relative to the best compared isomer or geometry (same formula, charge and spin) = 0.0 kJ/mol
maximum force = 5.5 eV/A
E_HOMO (spin up / spin down) = -4.6 / -4.6 eV
lowest unoccupied orbital energy (spin up / spin down) = 3.527 / 3.526 eV